Computed, not measured: a structure of composition C12H20AsMoS4Sb2, with ωB97M-V with the def2-TZVPD basis set.

Each line ends with the natural charge from an NBO analysis.
CARTESIAN COORDINATES (ANGSTROEM)
Mo -0.054 0.008 -0.133  -0.40
C -1.323 -2.678 2.766  -0.97
Sb -0.500 -2.516 0.828  1.33
C -1.934 -3.540 -0.346  -0.98
C 1.193 -3.841 0.828  -0.73
C 1.318 -4.539 -0.493  -0.06
C 0.635 -5.741 -0.680  -0.20
C 0.658 -6.409 -1.892  -0.19
C 1.380 -5.878 -2.950  -0.20
C 2.087 -4.701 -2.771  -0.20
C 2.076 -4.018 -1.553  -0.05
C 2.923 -2.780 -1.430  -0.74
Sb 1.885 -0.966 -1.872  1.31
C 3.466 0.418 -2.104  -0.97
C 1.235 -1.315 -3.854  -0.98
H -1.691 -3.692 2.917  0.25
H -2.145 -1.971 2.853  0.26
H -0.571 -2.445 3.517  0.25
H -1.902 -4.607 -0.134  0.25
H -1.745 -3.381 -1.405  0.25
H -2.917 -3.143 -0.094  0.25
H 1.036 -4.549 1.642  0.25
H 2.066 -3.238 1.075  0.24
H 0.084 -6.166 0.151  0.21
H 0.125 -7.343 -2.006  0.23
H 1.414 -6.389 -3.903  0.23
H 2.686 -4.311 -3.586  0.21
H 3.738 -2.821 -2.154  0.25
H 3.373 -2.664 -0.445  0.24
H 4.182 0.045 -2.834  0.25
H 3.960 0.563 -1.145  0.25
H 3.058 1.369 -2.439  0.26
H 2.103 -1.363 -4.509  0.25
H 0.579 -0.508 -4.173  0.25
H 0.694 -2.259 -3.896  0.25
S 1.029 0.746 1.433  0.16
As -1.558 2.127 -0.278  0.93
S -0.305 1.620 -1.915  -0.28
S -2.493 0.273 0.191  -0.29
S -1.526 3.807 0.823  -0.38

## Properties
Total charge: +1
E_tot (Eh): -4846.28299
ΔE to the lowest compared entry with this formula, charge and spin (kcal per mole): 2.5